Entry 1:
This record from the OMol25 dataset describes a structure of composition C4H4HgO2. The level of theory is wB97M-V/def2-TZVPD.

```
11
Properties=species:S:1:pos:R:3:mulliken_spin:R:1
O 1.978 -0.710 -3.067 0.003
C 1.302 0.098 -3.699 0.000
C 0.177 0.476 -2.884 0.010
H 1.379 0.256 -4.788 0.000
H 0.374 1.146 -2.039 0.000
C -1.575 0.528 -3.365 -0.002
C -2.593 0.564 -2.435 -0.008
O -2.749 0.654 -1.245 -0.033
Hg -3.836 1.306 0.254 1.020
H -1.666 -0.156 -4.213 0.000
H -2.647 1.549 -3.396 0.009
```

Calculated values
total charge = +1
spin multiplicity = 2
gap between HOMO and LUMO (alpha / beta) = 6.465 / 5.708 eV
ΔE to the lowest compared entry with this formula, charge and spin = 146.05 kcal per mole
⟨S²⟩ = 0.752
E_LUMO (alpha / beta) = -6.282 / -7.008 eV
HOMO level (alpha / beta) = -12.75 / -12.72 eV



Entry 2:
This record from the OMol25 dataset describes a structure of composition C16H36I2NNb. The level of theory is wB97M-V/def2-TZVPD.

```
56
Properties=species:S:1:pos:R:3:lowdin_charge:R:1
C 2.876 -0.591 3.842 -0.138
C 2.182 0.655 4.403 -0.374
C 1.303 1.370 3.366 -0.416
Nb -0.782 0.513 3.208 1.324
C -1.684 2.545 3.611 -0.339
C -2.932 -0.174 2.791 -0.938
I -3.602 0.195 0.783 0.591
C -3.768 -0.740 3.635 -0.972
C -3.386 -1.050 5.049 -0.226
I -5.752 -1.353 3.195 0.729
H 3.931 -0.561 4.070 0.055
H 2.455 -1.491 4.258 0.054
H 2.786 -0.620 2.766 0.041
H 2.937 1.354 4.744 0.082
H 1.565 0.385 5.244 0.044
H 1.242 2.432 3.566 0.023
H 1.762 1.282 2.392 -0.013
H -0.741 0.154 5.000 -0.089
H -0.180 -1.224 3.025 -0.130
H -0.541 0.748 1.390 -0.133
H -1.078 3.174 4.252 -0.033
H -1.849 3.066 2.671 -0.026
H -2.661 2.457 4.076 -0.033
H -4.266 -1.285 5.627 0.027
H -2.899 -0.208 5.510 0.032
H -2.744 -1.917 5.078 0.074
C 1.066 -0.087 -6.399 -0.093
C 1.013 -1.256 -5.412 -0.217
C -0.194 -1.268 -4.478 -0.130
N -0.048 -0.592 -3.140 -0.274
C 0.520 0.788 -3.282 -0.114
C 0.774 1.452 -1.940 -0.153
C 1.707 0.593 -1.098 -0.177
C 1.145 -0.811 -0.932 -0.164
C 0.840 -1.445 -2.269 -0.102
C -1.430 -0.506 -2.568 0.010
H 1.337 0.859 -5.933 0.062
H 1.805 -0.286 -7.173 0.079
H 0.102 0.049 -6.891 0.081
H 1.949 -1.332 -4.857 0.105
H 0.944 -2.172 -5.999 0.118
H -0.468 -2.292 -4.231 0.133
H -1.049 -0.803 -4.968 0.133
H 1.468 0.682 -3.805 0.122
H -0.176 1.351 -3.904 0.143
H 1.224 2.426 -2.132 0.128
H -0.157 1.643 -1.403 0.113
H 1.853 1.048 -0.124 0.103
H 2.690 0.545 -1.585 0.122
H 0.260 -0.781 -0.299 0.083
H 1.857 -1.450 -0.409 0.131
H 0.326 -2.398 -2.149 0.141
H 1.756 -1.609 -2.835 0.128
H -1.829 -1.514 -2.502 0.117
H -2.029 0.092 -3.249 0.114
H -1.430 -0.043 -1.583 0.042
```

Calculated values
gap between HOMO and LUMO = 6.661 eV
E_LUMO = -0.323 eV
HOMO level = -6.98 eV



Entry 3:
This record from the OMol25 dataset describes a cluster of 2 separate species, C4H7NS in total. The level of theory is wB97M-V/def2-TZVPD.

```
13
Properties=species:S:1:pos:R:3:lowdin_charge:R:1
C 2.031 -0.748 -0.077 -0.054
C 0.378 -0.532 -0.237 -0.402
C -1.717 0.707 -0.198 -0.448
C -0.260 0.781 0.114 -0.272
H 2.351 -1.612 -0.673 0.029
H 2.076 -0.813 1.373 0.184
H 2.677 0.191 -0.386 0.071
H -2.319 1.159 0.575 0.048
H -2.248 1.005 -1.194 0.103
H -0.243 1.851 -0.439 0.166
H -0.153 0.797 1.229 0.127
N -0.462 -1.607 -0.113 -0.328
S -2.111 -1.179 0.026 0.776
```

Calculated values
gap between HOMO and LUMO = 8.702 eV
ΔE to the lowest compared entry with this formula, charge and spin = 88.60 kcal per mole
E_LUMO = 0.534 eV
HOMO level = -8.17 eV



Entry 4:
This record from the OMol25 dataset describes a structure of composition C32H23IN6O2SSeSn. The level of theory is wB97M-V/def2-TZVPD.

```
67
Properties=species:S:1:pos:R:3:lowdin_charge:R:1
Sn -0.255 -0.048 0.447 0.996
C -1.016 1.659 -3.654 -0.004
C -1.552 2.523 -2.554 -0.249
N -1.948 3.748 -2.841 0.151
C -2.443 4.530 -1.874 -0.062
C -2.550 4.151 -0.554 -0.120
C -3.078 5.124 0.473 -0.189
O -4.135 4.583 1.253 -0.050
C -2.116 2.846 -0.220 -0.064
C -2.144 2.420 1.159 0.008
N -1.573 1.367 1.649 -0.057
C -1.604 1.215 3.068 -0.375
C -1.412 2.303 3.914 -0.006
C -1.439 2.142 5.289 -0.030
C -1.639 0.889 5.846 -0.037
C -1.799 -0.217 5.022 -0.116
C -1.779 -0.036 3.652 -0.602
I -1.931 -1.723 2.431 1.247
C -1.636 2.030 -1.239 -0.240
O -1.287 0.744 -1.039 -0.198
H -1.035 2.216 -4.586 0.091
H -1.612 0.751 -3.763 0.090
H 0.013 1.352 -3.443 0.072
H -2.759 5.519 -2.184 0.128
H -3.382 6.044 -0.030 0.130
H -2.289 5.400 1.177 0.133
H -4.968 4.680 0.781 0.110
H -2.702 3.057 1.841 0.133
H -1.212 3.281 3.496 0.128
H -1.290 3.001 5.927 0.125
H -1.659 0.763 6.919 0.125
H -1.940 -1.200 5.449 0.109
Se 2.974 -4.292 -5.295 1.240
N 3.452 -2.786 -4.488 -0.201
C 2.521 -2.512 -3.610 -0.338
C 2.539 -1.334 -2.757 -0.056
C 3.516 -0.339 -2.841 0.062
C 3.435 0.759 -2.013 0.008
C 2.393 0.836 -1.099 -0.107
N 1.462 -0.112 -1.015 -0.017
C 1.513 -1.175 -1.828 -0.135
C 0.409 -2.125 -1.732 -0.107
N -0.565 -1.872 -0.828 0.007
C -1.673 -2.614 -0.856 -0.131
C -1.825 -3.697 -1.708 0.014
C -0.801 -4.021 -2.569 0.065
C 0.334 -3.212 -2.602 -0.052
C 1.431 -3.435 -3.534 -0.336
N 1.481 -4.456 -4.351 -0.203
H 4.315 -0.447 -3.563 0.138
H 4.165 1.554 -2.058 0.131
H 2.312 1.663 -0.405 0.124
H -2.475 -2.330 -0.191 0.049
H -2.743 -4.266 -1.682 0.132
H -0.867 -4.868 -3.240 0.139
S 1.322 0.168 2.180 0.714
C 2.226 -1.363 1.959 -0.622
C 1.811 -2.481 2.672 -0.133
C 2.507 -3.676 2.552 -0.055
C 3.617 -3.755 1.726 -0.055
C 4.048 -2.630 1.036 -0.057
C 3.358 -1.433 1.154 -0.115
H 0.961 -2.408 3.340 0.069
H 2.187 -4.542 3.116 0.117
H 4.161 -4.686 1.638 0.117
H 4.937 -2.678 0.422 0.116
H 3.729 -0.547 0.657 0.098
```

Calculated values
total charge = +2
gap between HOMO and LUMO = 7.327 eV
ΔE to the lowest compared entry with this formula, charge and spin = 0.00 kcal per mole
E_LUMO = -6.515 eV
HOMO level = -13.84 eV



Entry 5:
This record from the OMol25 dataset describes a cluster of 2 separate species, CH3FP2 in total. The level of theory is wB97M-V/def2-TZVPD.

```
7
Properties=species:S:1:pos:R:3:lowdin_charge:R:1
F -1.803 1.843 -1.256 0.019
C -2.147 0.642 -0.945 -0.767
P -2.586 -0.802 -0.596 0.747
P 1.617 -0.053 0.255 0.602
H 1.208 0.269 1.541 -0.194
H 2.782 -0.643 0.715 -0.201
H 0.928 -1.256 0.286 -0.206
```

Calculated values
gap between HOMO and LUMO = 10.783 eV
SMILES string = FC#P.P
ΔE to the lowest compared entry with this formula, charge and spin = 42.36 kcal per mole
E_LUMO = 0.767 eV
HOMO level = -10.02 eV



Entry 6:
This record from the OMol25 dataset describes a structure of composition C23H24F5N8O5SSeTeW. The level of theory is wB97M-V/def2-TZVPD.

```
69
Properties=species:S:1:pos:R:3:lowdin_charge:R:1
W 0.188 0.973 -0.343 1.671
C 6.200 -0.667 0.473 -0.069
C 5.829 0.775 0.139 -0.251
N 4.906 0.804 -0.972 0.002
C 3.575 0.788 -0.861 -0.698
S 2.803 1.338 0.607 0.878
N 2.894 0.396 -1.903 0.007
N 1.543 0.556 -1.958 -0.106
C 1.087 0.590 -3.250 -0.248
C 2.006 0.370 -4.408 -0.001
C -0.272 0.891 -3.403 -0.212
C -0.870 1.064 -4.679 0.013
C -2.175 1.445 -4.787 -0.010
C -2.926 1.605 -3.608 -0.008
C -2.320 1.387 -2.397 -0.124
N -1.013 1.058 -2.229 -0.053
H 6.984 -0.691 1.224 0.078
H 6.556 -1.174 -0.423 0.076
H 5.340 -1.205 0.863 0.075
H 6.716 1.347 -0.138 0.123
H 5.350 1.265 0.986 0.082
H 5.275 0.511 -1.867 0.152
H 2.978 0.072 -4.026 0.073
H 2.123 1.283 -4.988 0.106
H 1.623 -0.400 -5.076 0.093
H -0.259 0.912 -5.551 0.117
H -2.626 1.617 -5.749 0.125
H -3.960 1.896 -3.650 0.120
H -2.914 1.475 -1.494 0.088
O 1.020 -5.215 0.499 0.145
C 0.947 -5.136 -0.815 -0.494
O 1.147 -6.064 -1.547 0.131
C 0.540 -3.814 -1.410 -0.022
C 0.077 -3.657 -2.707 0.025
N -0.255 -2.369 -2.867 0.046
N -0.037 -1.649 -1.762 0.028
C 0.452 -2.518 -0.864 -0.162
C 0.895 -1.974 0.442 -0.531
O 1.171 -2.673 1.392 0.134
O 0.961 -0.663 0.430 -0.374
H 0.991 -4.359 0.989 0.082
H -0.008 -4.396 -3.479 0.145
H -0.669 -1.942 -3.685 0.166
F 1.847 4.978 -0.194 -0.536
Te 0.218 3.943 0.391 2.029
F 0.135 1.405 1.462 -0.465
F -1.499 2.334 -0.031 -0.589
F -0.859 3.591 2.181 -0.559
F 1.521 3.578 1.770 -0.477
O 0.793 2.661 -0.829 -0.797
C -3.069 -2.180 2.871 -0.008
N -2.974 -0.753 2.972 -0.064
C -2.446 0.084 2.064 -0.510
Se -1.830 -0.469 0.346 0.952
N -2.544 1.344 2.509 0.150
C -3.149 1.339 3.744 -0.149
C -3.503 2.360 4.617 0.019
C -4.165 1.985 5.771 -0.060
C -4.437 0.645 6.067 -0.063
C -4.060 -0.377 5.220 0.006
C -3.426 -0.010 4.040 -0.145
H -2.536 -2.501 1.977 0.055
H -4.111 -2.482 2.780 0.112
H -2.631 -2.640 3.756 0.112
H -2.169 2.182 2.069 0.106
H -3.278 3.393 4.396 0.123
H -4.485 2.744 6.468 0.112
H -4.958 0.405 6.981 0.111
H -4.257 -1.409 5.452 0.115
```

Calculated values
total charge = +1
gap between HOMO and LUMO (alpha / beta) = 5.463 / 5.467 eV
E_LUMO (alpha / beta) = -5.549 / -5.549 eV
HOMO level (alpha / beta) = -11.01 / -11.02 eV



Entry 7:
This record from the OMol25 dataset describes a cluster of 2 separate species, C2O2S2 in total. The level of theory is wB97M-V/def2-TZVPD.

```
6
Properties=species:S:1:pos:R:3:lowdin_charge:R:1
C 1.271 -1.065 -0.993 -0.600
C -1.633 1.313 0.785 -1.337
O 1.840 -1.001 -0.007 0.147
O 0.758 -1.053 -2.025 0.184
S -2.520 2.486 1.260 0.746
S -0.578 0.223 0.386 0.860
```

Calculated values
gap between HOMO and LUMO = 9.567 eV
ΔE to the lowest compared entry with this formula, charge and spin = 10.98 kcal per mole
E_LUMO = -0.230 eV
HOMO level = -9.80 eV



Entry 8:
This record from the OMol25 dataset describes a cluster of 2 separate species, C4H13N2OS in total. The level of theory is wB97M-V/def2-TZVPD.

```
21
Properties=species:S:1:pos:R:3:lowdin_charge:R:1
C -1.267 1.317 -1.261 -0.183
N -0.637 1.540 0.037 -0.091
C 0.729 0.991 0.044 -0.497
C 1.714 2.131 0.372 -0.738
S 1.908 3.346 -1.010 0.070
C 0.776 -0.074 1.174 -0.280
N 2.013 -0.849 1.034 -0.019
H -0.770 1.504 -2.221 0.057
H -1.453 0.226 -1.350 0.070
H -2.190 1.838 -1.504 0.057
H -0.582 2.546 0.163 0.067
H 1.106 0.556 -0.894 0.117
H 2.683 1.763 0.715 0.028
H 1.164 2.620 1.209 0.045
H -0.104 -0.762 1.209 0.093
H 0.479 0.520 2.062 0.102
H 2.524 -0.827 1.911 0.052
H 2.655 -0.420 0.379 0.049
H -2.827 -6.121 -0.461 0.040
H -4.140 -5.582 -1.083 0.020
O -3.781 -6.263 -0.526 -0.060
```

Calculated values
total charge = -1
gap between HOMO and LUMO = 5.198 eV
ΔE to the lowest compared entry with this formula, charge and spin = 28.91 kcal per mole
E_LUMO = 2.620 eV
HOMO level = -2.58 eV



Entry 9:
This record from the OMol25 dataset describes the molecule C3H5FS. The level of theory is wB97M-V/def2-TZVPD.

```
10
Properties=species:S:1:pos:R:3:lowdin_charge:R:1
F 1.846 -0.766 -0.181 -0.032
C 0.661 -0.346 0.401 -0.372
C 0.361 1.090 0.040 -0.096
C -0.416 -0.068 -0.499 -0.625
S -2.183 -0.271 -0.021 0.735
H 0.639 -0.880 1.445 0.187
H 1.131 1.285 -0.805 0.143
H 0.178 1.823 0.849 0.118
H -0.280 -0.359 -1.545 0.110
H -1.936 -1.508 0.317 -0.167
```

Calculated values
gap between HOMO and LUMO = 10.335 eV
SMILES string = F[C@H]1C[C@@H]1S
ΔE to the lowest compared entry with this formula, charge and spin = 30.51 kcal per mole
E_LUMO = 0.944 eV
HOMO level = -9.39 eV



Entry 10:
This record from the OMol25 dataset describes the molecule C5H7NO. The level of theory is wB97M-V/def2-TZVPD.

```
14
Properties=species:S:1:pos:R:3:lowdin_charge:R:1
C -1.010 -0.786 1.069 -0.013
N 0.251 -0.673 0.288 -0.085
C 1.075 0.479 0.628 -0.130
C 0.928 1.385 -0.361 -0.099
C 0.126 0.920 -1.454 -0.062
C -0.247 -0.394 -1.277 -0.418
O -0.817 -1.327 -1.794 0.038
H -1.769 -1.225 0.413 0.092
H -1.295 0.229 1.359 0.104
H -0.870 -1.407 1.957 0.093
H 0.753 -1.560 0.289 0.173
H 1.623 0.511 1.560 0.101
H 1.379 2.372 -0.334 0.108
H -0.128 1.476 -2.344 0.097
```

Calculated values
gap between HOMO and LUMO = 8.174 eV
SMILES string = C[N@@H+]1C=CC=C1[O-]
ΔE to the lowest compared entry with this formula, charge and spin = 42.79 kcal per mole
E_LUMO = 0.794 eV
HOMO level = -7.38 eV



Entry 11:
This record from the OMol25 dataset describes the ion C5H11NO2 with charge -1. The level of theory is wB97M-V/def2-TZVPD.

```
19
Properties=species:S:1:pos:R:3:mulliken_spin:R:1
C -0.469 0.642 -0.365 0.002
N -1.874 0.482 -0.370 0.019
C -2.617 0.714 -1.619 -0.025
O -3.472 -0.278 -1.793 0.754
C 0.216 -0.525 0.402 0.004
C 1.623 -0.012 0.703 0.001
C 2.543 -1.052 1.431 0.000
O 3.763 -0.510 1.721 0.001
H -0.373 1.544 0.315 -0.003
H 0.113 0.949 -1.306 -0.001
H -2.321 -0.355 -0.069 -0.004
H -3.187 1.697 -1.625 0.135
H -2.085 0.926 -2.604 0.117
H 0.080 -1.411 -0.255 0.000
H -0.259 -0.779 1.380 0.000
H 1.523 0.977 1.361 0.000
H 2.168 0.368 -0.204 0.000
H 2.007 -1.569 2.250 0.000
H 2.620 -1.809 0.647 0.000
```

Calculated values
total charge = -1
spin multiplicity = 2
gap between HOMO and LUMO (alpha / beta) = 5.159 / 2.725 eV
ΔE to the lowest compared entry with this formula, charge and spin = 78.39 kcal per mole
⟨S²⟩ = 0.756
E_LUMO (alpha / beta) = 3.100 / 0.674 eV
HOMO level (alpha / beta) = -2.06 / -2.05 eV



Entry 12:
This record from the OMol25 dataset describes a structure of composition C18H25N3O. The level of theory is wB97M-V/def2-TZVPD.

```
47
Properties=species:S:1:pos:R:3:lowdin_charge:R:1
C -0.651 -3.528 -0.342 0.003
C -0.515 -2.220 -0.449 -0.125
C -1.200 -1.279 -1.511 -0.083
N -1.916 -0.241 -0.920 0.037
C -1.503 0.910 -1.030 -0.294
N -2.367 1.801 -0.163 0.166
C -3.421 0.980 0.434 -0.314
C -4.459 1.458 0.917 -0.050
C -5.361 0.447 1.282 0.000
C -5.055 -0.941 0.957 -0.106
C -4.060 -1.046 0.217 -0.116
C -3.230 -0.133 -0.249 -0.147
H -3.811 -2.448 -0.221 0.205
H -5.779 -1.570 1.296 0.081
H -6.189 0.629 1.849 0.068
H -4.671 2.423 1.484 0.155
C -0.257 1.373 -1.529 -0.050
C 0.209 2.771 -0.882 -0.194
H -0.469 3.643 -0.933 0.131
H 0.986 3.299 -1.494 0.128
C 0.783 2.565 0.337 -0.342
N 1.883 1.819 0.526 0.049
C 1.993 0.548 0.820 -0.312
O 0.960 -0.041 1.437 -0.045
C 3.290 -0.180 0.243 -0.458
C 3.240 -0.896 -0.944 -0.062
H 3.067 -0.304 -1.670 0.040
H 2.319 -1.402 -1.032 0.093
H 3.957 -1.543 -1.076 0.065
C 3.412 -1.540 1.562 0.045
H 3.563 -1.002 2.442 0.035
H 2.413 -2.082 1.375 0.089
H 4.221 -2.135 1.250 0.035
C 4.531 0.383 0.567 -0.131
H 4.520 1.023 1.515 0.117
H 4.702 1.392 -0.218 0.145
H 5.456 -0.129 0.424 0.079
H 2.814 2.125 0.184 0.149
H 0.072 2.102 1.062 0.135
H 0.982 3.646 0.997 0.201
H 0.549 0.677 -1.362 0.117
H -0.665 1.776 -2.400 0.119
H -0.732 -1.080 -2.205 -0.023
H -2.180 -2.095 -1.971 0.209
H -0.241 -1.586 0.238 0.013
H -0.032 -4.162 0.315 0.059
H -1.157 -4.207 -1.127 0.084
```

Calculated values
gap between HOMO and LUMO = 8.119 eV
ΔE to the lowest compared entry with this formula, charge and spin = 402.06 kcal per mole
E_LUMO = 0.553 eV
HOMO level = -7.57 eV



| no. | maximum force (eV Å⁻¹) | energy (eV) |
| --- | --- | --- |
| 1 | 4.8 | -12466.068 |
| 2 | 2.2 | -36408.854 |
| 3 | 4.8 | -16583.089 |
| 4 | 0.6 | -136694.019 |
| 5 | 1.0 | -22377.482 |
| 6 | 5.7 | -145283.375 |
| 7 | 2.3 | -27839.645 |
| 8 | 2.0 | -20221.679 |
| 9 | 3.5 | -16742.850 |
| 10 | 0.4 | -8834.347 |
| 11 | 4.2 | -10944.438 |
| 12 | 19.8 | -25573.973 |